1.
Below is an isolated molecule of C6H13N, with properties calculated with the ωB97M-V functional and the def2-TZVPD basis.

Results
HOMO energy, eV: -6.3
Gap between HOMO and LUMO, eV: 7.37
Energy, hartree: -291.0773

```
! RIJCOSX wB97M-V def2-TZVPD def2/J DEFGRID3
* xyz 0 1
H 1.2621 -2.9875 -0.5720
H 0.2283 0.6318 -1.7491
H -1.3565 -0.1337 0.7600
N 0.2525 -1.3291 0.1538
C -0.8256 -0.3685 -0.1673
H 0.2924 1.4860 -0.2065
H 1.6202 -2.0318 1.4789
H 1.6088 -0.1688 3.0028
H -2.1875 2.0113 -0.4083
H -2.2064 1.2231 -1.9923
H -0.4226 -2.6345 -1.3303
H -1.2539 2.6926 -1.7453
C -0.3623 0.9063 -0.8676
C 0.9737 -1.1865 1.2677
C 0.4261 -2.3191 -0.7392
H 0.2988 0.6813 2.1913
H -1.5185 -0.9015 -0.8244
C 1.2038 0.0864 2.0175
C -1.5682 1.7549 -1.2765
H 1.9448 0.7487 1.5382
*
```


2.
Below is a structure of composition C18H8Co2N2O6 at a distorted geometry, with properties calculated with the ωB97M-V functional and the def2-TZVPD basis.

Results
HOMO energy, eV: 1.0
Gap between HOMO and LUMO, eV: 4.06
Energy, hartree: -4017.0753

```
! RIJCOSX wB97M-V def2-TZVPD def2/J DEFGRID3
* xyz -2 1
C 1.1494 -1.8825 -0.6697
H -2.9480 -2.3778 -1.0077
H -5.9520 0.0411 0.9449
H -1.3088 -1.7084 0.6991
C -0.2669 0.6097 -0.4832
C -3.9944 0.0441 1.8346
O 0.1660 3.5355 1.6079
H -1.6161 -1.1106 3.4951
C 3.7667 -1.3659 0.2145
N -1.4294 0.2130 6.2984
C 2.1835 -2.8574 1.5407
H -5.3244 -1.5754 -0.8555
C -3.2582 -1.6916 -0.2213
C -4.9335 -0.3438 0.8755
C -2.8085 1.8715 3.7810
N -3.6016 2.7230 3.9111
C -4.5770 -1.2294 -0.1420
Co 2.0838 -1.3138 0.7130
O 2.2495 -3.8699 2.0917
O 4.8707 -1.3632 -0.1234
C -2.6772 -0.4224 1.7710
C -0.2952 -0.1476 2.1721
C 0.9884 -0.5537 2.2295
O 3.0722 1.5395 -0.5474
C -1.6323 0.9880 3.7792
C -1.5263 0.5332 5.1809
O 0.5763 -2.3118 -1.5787
O -0.8641 0.5933 -1.4733
H -4.3097 0.7048 2.6348
C 0.3972 2.4311 1.3528
C 2.2845 0.9195 0.0449
H -0.7683 1.6648 3.5926
C -1.5835 -0.1853 2.8595
C -2.3252 -1.2947 0.7397
H 1.5747 -0.6961 3.1486
Co 0.7189 0.7319 0.9807
*
```


3.
Below is a cluster of 2 separate species, C4H12O in total at a distorted geometry, with properties calculated with the ωB97M-V functional and the def2-TZVPD basis.

Results
Structure (SMILES): CCCC.O
HOMO energy, eV: -11.2
Gap between HOMO and LUMO, eV: 12.11
Energy, hartree: -234.8225

```
! RIJCOSX wB97M-V def2-TZVPD def2/J DEFGRID3
* xyz 0 1
H 1.6378 1.4137 2.0986
C 0.2909 -0.0846 1.3631
H 1.2654 -1.4477 -1.5661
H -0.3599 -0.9961 -1.6951
H -0.7476 -0.3865 1.5136
H 0.0084 0.9930 -0.4774
C 0.4305 -1.1174 -0.9573
H 0.9131 -0.8805 1.7731
H 0.3971 0.9513 3.2753
C 0.5840 1.1472 2.2222
H -1.7520 -0.6414 -2.6143
O -1.9688 0.1920 -3.0435
H 0.0212 2.0107 1.8776
H 1.6215 0.4828 -0.1715
C 0.5769 0.1430 -0.1088
H -2.9194 0.1129 -3.1772
H 0.0007 -1.8924 -0.3124
*
```


4.
Below is a structure of composition C39H48Cl2N5O4PPb, with properties calculated with the ωB97M-V functional and the def2-TZVPD basis.

Results
HOMO energy, eV: -13.5
Gap between HOMO and LUMO, eV: 5.59
Energy, hartree: -3543.7799

```
! RIJCOSX wB97M-V def2-TZVPD def2/J DEFGRID3
* xyz 2 1
C 1.3364 0.2399 3.9736
C -4.7430 -3.5429 -1.1257
H 4.1937 1.4153 -3.4205
C 1.8061 0.4685 1.5269
Pb -1.2480 0.2274 -0.1969
C 2.4461 -1.6459 -0.4815
C -5.1837 -3.5634 1.6866
C 2.8601 -3.5693 -2.0815
H 2.6249 -1.2553 4.8782
O -3.1658 -1.4494 2.8924
C 3.5377 1.3515 -1.3513
H 0.5650 5.7510 2.5967
H 3.5762 1.4018 2.3171
H 2.1466 -2.5161 1.5060
C 1.4877 0.9655 -2.7949
C -0.2914 4.2574 -0.3348
C -5.9608 1.3554 -0.3314
C -4.0341 -2.7308 -0.2661
H 3.8206 1.9139 -0.4605
O -0.3644 2.8732 2.8882
C -0.5644 -5.5467 -0.2657
C 0.5786 6.6636 0.6301
H 3.1862 -3.7382 -3.1070
P 1.4957 -0.1341 -0.1581
N -0.7504 2.2270 0.6792
C -0.7313 2.8597 -0.5055
H 3.4460 -1.2370 -0.2843
H 4.4407 -4.8096 -1.2844
O -2.4622 -1.3018 -1.5649
H 1.3697 -3.3692 0.1976
C -3.3125 -1.7520 1.7534
H -6.6462 -5.0673 1.2416
C -0.3838 3.1322 1.7247
H 0.4471 0.6332 -2.8229
N -7.0934 0.6842 -0.6414
Cl -0.7419 -3.7718 -0.4881
C 1.9952 1.1432 -1.3511
C 2.2657 -2.8314 0.4740
C -4.2468 -2.7376 1.1110
C 4.0012 -3.8301 -1.1026
H -5.3516 -3.5662 2.7553
H 1.3251 -2.0579 -2.3105
H -0.3161 5.1519 -2.2968
H 4.2968 -3.3671 0.9971
C -3.7111 2.6651 0.2906
H 0.9183 -1.2816 2.5075
C -5.9055 -4.3957 0.8282
N -3.5831 1.4181 -0.1886
H 3.2555 0.3725 4.9524
H -7.0775 -0.2163 -1.0822
C 3.4992 -3.7405 0.3510
C 0.3245 6.5024 -0.7298
H -0.1542 0.1139 2.4155
N -6.0878 2.5872 0.1558
C 2.3556 -2.1223 -1.9516
H -6.2659 -5.0514 -1.1787
H 0.6047 -0.0899 4.7099
C 0.3836 5.6210 1.5381
H -7.9738 1.1575 -0.5310
H 3.2554 3.6907 -3.9032
C -2.9791 -1.7348 -0.5132
H 4.0696 0.3997 -1.3211
H 3.9728 0.2183 1.1018
H -4.6236 -0.2158 -0.9293
C 3.9698 2.1193 -2.6161
H 4.6328 -0.5805 3.3124
C 3.5737 -0.6120 3.0565
C -0.0578 4.4224 1.0264
H 0.0049 -5.9243 -1.1058
H 3.3843 -1.6203 2.6893
H 4.8927 2.6546 -2.3956
N -2.5699 -1.2160 0.6451
O -1.0615 2.2263 -1.5242
H 1.5448 2.0534 -0.9546
C 2.8821 3.0811 -3.0818
H 2.9686 -1.4763 -2.5800
H 0.7330 2.9056 -3.3638
C -0.1157 5.2826 -1.2414
H 1.3453 1.3287 4.0139
H -5.0649 4.2315 0.8371
C -5.6905 -4.3872 -0.5479
C 1.6280 2.3087 -3.5347
C -4.9650 3.2244 0.4509
H 2.6375 3.7711 -2.2671
C 0.8860 -0.1919 2.5793
H 0.9283 7.6213 0.9916
H 1.5189 1.5143 1.4681
H -0.0597 -5.7099 0.6784
H 3.2335 -4.7322 0.7190
Cl -2.1244 -6.3363 -0.2241
H 4.7972 -3.1001 -1.2781
H -2.8308 3.2178 0.5575
C -4.6960 0.7710 -0.5050
H 2.0802 0.2043 -3.2976
C 3.3151 0.4080 1.9478
H 0.4635 7.3412 -1.3984
H -4.5711 -3.5321 -2.1938
H 2.0438 -4.2712 -1.8896
C 2.7282 -0.3315 4.3083
H 1.6805 2.1111 -4.6056
*
```


5.
Below is a structure of composition C19H44AsClNOPtSi3 at a distorted geometry, with properties calculated with the ωB97M-V functional and the def2-TZVPD basis.

Results
HOMO energy, eV: -11.7
Gap between HOMO and LUMO, eV: 7.89
Energy, hartree: -4564.0618

```
! RIJCOSX wB97M-V def2-TZVPD def2/J DEFGRID3
* xyz 1 1
H -0.4317 5.4893 2.4601
H -0.6985 4.3644 1.1279
C 2.4284 3.8922 1.4855
H -1.4649 1.2727 6.3934
H 2.0869 -0.3987 -1.5967
H -2.8069 0.2928 2.3493
H 4.6790 -0.3145 1.5801
H -4.0662 3.2417 0.6922
H -2.7221 -0.5335 -0.6799
H -1.3994 4.0396 2.7126
H -0.5743 3.6346 -2.7850
H -4.3575 4.8350 -1.1821
As 0.6441 1.1516 2.4725
H 2.5426 3.5767 4.6763
C -0.8133 1.6255 5.5910
C 1.7690 -1.4366 -1.7255
H -0.1172 -1.4433 5.2209
H 0.8007 2.4412 -0.5246
C -3.4653 4.2267 -1.1204
C 1.6025 4.0505 4.3958
H -2.5930 5.0448 -2.8988
C -1.1726 2.6684 -0.9620
C 3.7027 0.1573 1.4500
H 3.8685 1.1880 1.1296
H 3.9784 1.9050 4.1118
H 0.1732 -2.5339 -2.6603
C -2.4747 4.3429 -2.0844
H 4.3468 0.3441 4.8356
H -2.0084 1.8572 0.8168
H 3.3173 -2.2851 3.3909
H -2.8789 0.7614 -1.8853
H 1.6558 -2.1813 2.7969
O -0.4994 -0.6860 -2.0181
Si 2.6965 0.0634 3.0264
Cl -0.8510 -1.9953 1.0256
H 2.5447 4.9706 1.3564
H -1.0665 2.6692 5.3953
H -0.7507 -1.8659 3.6230
C 2.3841 -1.7224 3.4691
H 0.2148 1.5843 5.9569
Pt -0.1520 0.0854 0.4605
N 0.0401 1.8607 -0.8652
H -1.9385 -2.0686 -2.5489
C -0.9190 -1.2524 4.5068
H -1.8570 -1.5786 4.9629
C 3.5383 0.9610 4.4377
H 1.7715 5.1300 4.3809
H 0.2918 1.4857 -1.7754
H 2.2519 3.4589 0.4990
H -3.8510 -0.7109 -2.0303
C -2.1553 2.5626 0.0096
C -1.7955 -0.9847 -2.5563
H 3.1820 -0.3641 0.6438
Si -1.0493 0.5561 4.0701
H 0.8767 3.8408 5.1803
H 3.3808 3.5017 1.8495
C -2.7000 0.8930 3.2558
H 2.0193 -1.8298 4.4907
C 0.5299 -1.5029 -2.5900
H 0.7426 -1.1510 -3.6047
H -3.5095 0.6164 3.9352
C -0.5183 4.4316 2.1999
H -2.8296 1.9453 2.9919
H 2.5856 -1.9902 -2.1880
C -3.3045 3.3328 -0.0712
C -2.8777 -0.3179 -1.7387
C -1.3347 3.5556 -2.0161
H 1.5571 -1.8691 -0.7473
Si 1.0381 3.5236 2.6962
H 2.8488 1.1708 5.2580
H -1.8333 -0.6380 -3.5939
*
```


6.
Below is a structure of composition C49H42BrN7O5PPbS at a distorted geometry, with properties calculated with the ωB97M-V functional and the def2-TZVPD basis.

Results
HOMO energy, eV: -4.8
Gap between HOMO and LUMO, eV: 6.90
Energy, hartree: -6158.3626

```
! RIJCOSX wB97M-V def2-TZVPD def2/J DEFGRID3
* xyz -1 1
H -4.1704 -0.1556 -4.0316
N 0.2525 0.9458 0.5480
H -2.8971 3.1682 -2.6308
C -5.3052 -4.8072 -4.0551
C -4.4944 -2.2079 -3.3936
N 1.2396 -1.2400 3.6622
C 2.8916 -1.8779 5.3813
C 2.8294 1.9403 -0.0654
N 2.0064 -0.0923 3.5812
C -4.9226 -3.0865 -2.3557
H 5.1485 -0.3931 0.7381
H 5.7116 3.6298 -0.6251
H 0.4567 0.3735 -5.7806
H 4.7881 2.3333 5.2524
H 2.7695 -2.3566 6.3527
C 1.6957 2.0046 -3.0891
C -0.2049 5.6843 0.7781
C 1.1190 -3.4872 -1.4224
H 4.2340 2.1881 2.8270
H -0.9384 7.2234 -0.4324
H -0.9550 -0.6502 -4.0135
C 1.7476 -5.9887 -2.4216
H -3.2232 6.7670 -0.3141
H 3.0481 -0.8177 5.5138
C -4.5203 -2.6556 -4.7223
O -1.6054 -2.8082 -1.2147
C -3.7188 1.5317 -0.7958
O -4.1259 0.8742 0.2263
C 0.1071 -4.4221 -1.6024
H 3.0631 2.1936 5.6520
H 6.6556 1.4560 0.0721
C -2.6651 5.8286 -0.2626
H 3.7777 -2.2950 4.8939
H 0.8439 -2.5157 -1.0443
H 1.1866 4.3194 1.4927
C 4.7372 0.5578 0.4242
H 1.4207 -6.6273 5.4478
C -1.1075 6.1509 -0.3143
C -0.2115 0.0957 -3.7620
C -1.0178 5.3597 -1.6448
O -2.0640 -4.9792 -0.8700
C 0.8992 1.4270 -2.1002
C 0.5255 4.5780 0.6947
H -0.3439 -6.4177 -2.2271
H 2.6948 -0.0769 0.6527
H 2.0062 -6.9571 -2.8284
O -5.0037 -2.7650 -1.0947
N 2.1512 2.1432 3.0506
C -0.0507 0.4717 -2.4345
H -4.2268 -1.9618 -5.5050
H 1.6139 2.8671 2.6393
H -0.2192 3.4897 -2.4684
N -0.4082 -3.3307 4.6543
H 3.2221 -3.0494 -1.5677
O -4.1283 3.0097 1.6977
C -0.4777 -5.6597 5.1922
S -0.1338 1.1231 2.2110
C -4.1295 -0.8251 -3.1681
P 1.0375 1.9711 -0.3838
C 2.4416 -3.7829 -1.7200
H -3.0460 5.6293 -2.4570
H -1.0768 -6.5470 5.3463
H -2.1634 -4.3698 4.8178
C -4.8888 -3.9352 -5.0668
C -2.5552 5.1060 -1.6329
C 1.6739 -2.0904 4.5161
C 2.7341 -5.0391 -2.2196
C -1.0849 -4.4491 4.8920
N -3.7970 -0.3184 -2.0453
C 0.9250 -3.3598 4.7276
C 5.5821 1.5983 0.0564
Pb -3.3298 -1.5988 -0.0283
H -0.6502 0.0267 -1.6546
H 3.8908 0.8520 4.8633
H 3.4885 3.5858 3.6129
C 1.5035 0.9593 3.0421
H -4.1849 2.0666 1.3946
C 5.0530 2.8172 -0.3432
C -3.4026 2.9912 -0.6312
H -4.8727 -4.2556 -6.1009
H 2.4317 2.7558 -2.8296
H 2.6975 -4.5347 5.0519
H -0.7346 5.9620 -2.5111
H -0.1610 6.3069 1.6656
C -2.9630 3.6798 -1.6770
C 0.4348 -5.6772 -2.0945
C 3.8300 1.9286 4.9210
C 3.3621 0.7271 0.3666
C -3.2349 4.9798 0.8317
C 0.4802 3.7106 -0.4962
C -0.2078 4.1042 -1.5768
H -5.5965 -5.8224 -4.2990
C 1.6158 -4.5315 5.0307
H 3.2569 3.9359 -0.7353
H 2.1430 2.0765 -5.1817
C 0.5774 0.6683 -4.7455
H -3.4162 5.4460 1.7936
C 1.5306 1.6255 -4.4106
C -3.5652 3.6875 0.6766
C 3.4766 2.4962 3.5534
N -3.5822 1.0443 -2.0034
C 3.6763 2.9897 -0.4089
Br 4.5472 -5.4752 -2.6259
H -5.6823 -5.0346 -1.9550
C 0.9032 -5.6979 5.2457
C -5.3476 -4.3796 -2.7498
C -1.3237 -4.0573 -1.1997
*
```


7.
Below is an isolated molecule of C26H34N4O5, with properties calculated with the ωB97M-V functional and the def2-TZVPD basis.

Results
Structure (SMILES): CCCN(CCC)C(=O)Cn1c(=O)n(CCCCC(=O)NCc2ccco2)c(=O)c2ccccc21
HOMO energy, eV: -8.6
Gap between HOMO and LUMO, eV: 9.09
Energy, hartree: -1606.4806

```
! RIJCOSX wB97M-V def2-TZVPD def2/J DEFGRID3
* xyz 0 1
C -2.7945 -4.3141 0.9677
C 1.6871 -0.5843 1.8159
H -1.8371 -4.8302 0.9362
C 0.3143 -2.6264 1.9933
N -0.4452 0.8869 2.7481
H -2.2286 0.9153 3.7855
C -2.8915 -3.2993 -0.1643
H -1.1655 2.3338 4.0318
O 1.4568 -3.7953 0.2596
C 1.8570 4.6618 -2.5120
H 1.4977 -1.2353 -4.1785
C 0.6992 -1.9360 -2.3028
H 1.6709 -1.9555 -1.8068
H -3.5854 -5.0557 0.8833
H 2.3342 5.4976 -4.5249
C -0.1521 -3.0809 -1.7471
N -0.3099 2.7731 -0.6787
C -1.0103 1.6578 -0.3960
H 1.4520 1.7367 -0.8267
H -1.6375 3.1227 1.7681
H 1.0862 -3.1261 2.5875
C 0.8843 -2.0531 -3.8089
H 0.2212 -0.9864 -2.0533
H 1.5998 3.3422 -0.0542
C 1.8119 0.8035 1.9586
H -3.8480 -2.7771 -0.1048
H -2.8933 -3.8160 1.9296
H -0.6633 -2.8771 2.4070
H 1.3728 -2.9919 -4.0608
H 1.9845 5.4874 -1.8422
C 1.7737 3.3998 -4.3292
C -2.5086 1.8665 -0.2568
H -0.0766 -2.0187 -4.3190
C -1.5716 1.6351 3.2955
H -2.7800 2.8946 -0.5022
C 1.1297 2.7807 -0.8668
H -2.7271 0.4791 1.3617
H 1.7859 2.9443 -5.2994
H 4.8456 -1.2522 0.8129
C 2.0425 4.6671 -3.9160
H -0.7775 3.6635 -0.7414
H -1.7959 -1.7939 0.8931
H -1.0802 -3.1699 -2.3131
C 0.6765 1.6093 2.3891
C 3.9962 -0.6690 1.1356
C -0.5876 -0.4779 2.6115
O -0.4834 0.5686 -0.2630
H -3.0033 1.1984 -0.9656
C -2.3346 2.4216 2.2285
O -1.6230 -1.0362 2.9343
H 0.3999 -4.0215 -1.8162
O 0.6871 2.8242 2.4637
C 3.0275 1.4363 1.6926
N -0.4757 -2.8333 -0.3508
H 3.0790 2.5055 1.8311
C 2.8058 -1.3132 1.4002
C -1.7727 -2.2522 -0.0898
C 1.4949 3.3886 -2.1783
H 5.0588 1.1972 1.0764
H 2.7545 -2.3796 1.2643
H -4.0623 1.6081 1.1989
C 0.4680 -3.1373 0.5500
C 4.1192 0.7082 1.2816
H -1.9424 -1.4646 -0.8278
O 1.4404 2.6214 -3.2883
H -2.8541 -3.8203 -1.1232
C -2.9754 1.5205 1.1610
H -3.0988 3.0071 2.7417
N 0.4781 -1.1841 2.1130
*
```


8.
Below is a structure of composition C12H24Cl12 at a distorted geometry, with properties calculated with the ωB97M-V functional and the def2-TZVPD basis.

Results
HOMO energy, eV: -8.3
Gap between HOMO and LUMO, eV: 8.40
Energy, hartree: -5993.1781

```
! RIJCOSX wB97M-V def2-TZVPD def2/J DEFGRID3
* xyz 0 1
C -1.3414 0.0286 -3.4843
Cl -2.9514 1.4232 -0.5271
C 2.6197 -0.2625 2.2743
C 1.8403 -0.4360 3.6055
Cl -4.8647 0.5387 3.1743
H -2.6611 -0.1937 1.2106
H 0.8289 -3.6808 1.2900
C 1.7553 -2.3232 -0.1930
Cl 3.2503 -3.9058 1.4318
Cl 2.1789 -1.9125 4.3477
H 0.9534 0.2998 1.4504
Cl -1.7948 0.2824 -5.2230
C -3.8582 1.4330 2.1016
Cl -2.3326 2.1413 -2.0095
H 1.7735 -1.4271 0.4273
H 2.2925 3.4475 -2.7520
Cl 0.8474 2.2881 -0.3645
C 2.3522 2.3598 -2.7136
H -2.1792 -0.1231 -1.5799
Cl 2.3834 1.5191 1.7002
H -4.1686 2.4534 1.8764
H -0.6362 1.2614 0.0151
H 2.0233 0.2723 4.4135
C -3.4329 0.5146 0.9092
H 0.1098 2.1381 -2.4938
H 1.5289 -4.5181 -0.0556
H -2.9405 1.6643 2.6424
C -0.0375 -0.1523 1.4072
Cl 0.1965 -1.8244 1.7284
H -0.7969 0.2814 2.0577
H -0.3266 0.4074 -3.3624
C 1.0350 1.7497 -2.0679
Cl 3.9008 1.8603 -2.0060
H 0.8478 -2.1906 -0.7821
H 3.6526 -0.4142 2.5875
H -1.7309 -0.1390 -0.0578
C -2.3614 0.4607 -2.4821
H -1.2695 -1.0427 -3.2964
Cl 0.3020 -0.2136 -1.4792
C -0.6901 0.1728 0.0294
H 2.3225 -0.9100 1.4493
H 0.7780 -0.3076 3.3975
Cl 3.2603 -2.2673 -1.2297
H 1.0166 0.6605 -2.0303
C 1.6674 -3.6539 0.5941
H -3.3554 0.1555 -2.8092
H -4.3303 -0.0507 0.6580
H 2.3433 2.1352 -3.7801
*
```


9.
Below is the ion C3H7ClN with charge +1 at a distorted geometry, with properties calculated with the ωB97M-V functional and the def2-TZVPD basis.

Results
Structure (SMILES): [NH3+]C/C=C/Cl
HOMO energy, eV: -13.4
Gap between HOMO and LUMO, eV: 9.26
Energy, hartree: -633.1276

```
! RIJCOSX wB97M-V def2-TZVPD def2/J DEFGRID3
* xyz 1 1
N -1.5082 -0.3207 0.1612
H -0.3447 0.2356 1.7779
H 1.1556 1.3183 -1.5574
H -0.4009 1.4003 0.5028
H 1.3708 -1.1284 0.7322
H -1.4425 -1.4042 0.4735
H -2.4248 -0.1360 0.5603
C 0.9144 -0.2158 0.2232
C -0.2800 0.3915 0.6860
H -1.5022 -0.2662 -0.8329
C 1.5573 0.3659 -1.0067
Cl 2.9052 -0.2404 -1.7202
*
```